Record 1
Molecular formula: C19H62N2O13
Method: DFT, the ωB97M-V functional and the def2-TZVPD basis

Values from the calculation:
- structure (SMILES) = COC[C@H](C)N.COC[C@H](C)N.OCCO.OCCO.CO.CO.CO.CO.CO.CO.CO
- total charge = 0
- strongest force on any atom (eV/A) = 2.48
- Kohn-Sham gap (eV) = 9.90

Atoms and positions in Å:
1 O 2.28753 -0.07323 0.70610
2 O -0.77937 -1.97509 3.27042
3 O 4.58038 0.45189 -0.63752
4 O -4.29436 -1.08606 0.82126
5 O -3.94073 1.70538 0.27496
6 O 2.62659 -0.19803 3.42675
7 O 2.84272 -4.80067 0.50347
8 O 2.74175 4.39253 3.60073
9 O -2.00835 1.72179 -1.78764
10 O -0.30687 -2.44460 -1.34264
11 O -1.13847 4.36766 2.04839
12 O 4.84796 -3.82458 2.54555
13 O 1.44448 4.20649 -3.09637
14 N -1.43169 -6.01885 -1.85276
15 N -3.88041 2.70015 -4.99319
16 C -2.73674 -4.16558 -0.97709
17 C 3.53780 3.33568 3.15029
18 C -1.54619 -4.54554 -1.89137
19 C -4.79983 2.49177 -2.75836
20 C -0.48900 -2.72380 2.08214
21 C -2.36971 1.86322 -3.16046
22 C 3.48425 -3.54069 0.44790
23 C -3.36788 0.97828 1.37677
24 C 5.68970 0.41811 0.25511
25 C 1.45753 0.11792 4.10216
26 C 3.97663 -3.01296 1.84619
27 C -0.35671 -1.77622 -2.58832
28 C -0.23428 -3.82712 -1.43635
29 C -1.32630 2.88027 -1.39189
30 C 1.09155 0.69696 0.62477
31 C -3.07915 -0.43032 0.97786
32 C -3.54040 2.79194 -3.57504
33 C -1.09116 3.67595 3.29002
34 C 1.47784 2.99048 -3.79729
35 H 4.42503 -2.02816 1.71496
36 H -2.43223 1.46204 1.65721
37 H 2.47239 2.85920 -4.22358
38 H 0.30691 -2.16486 1.58998
39 H 0.56013 -4.12956 -2.11866
40 H -0.21224 -3.73855 2.36813
41 H -1.31625 -2.58108 3.78631
42 H -3.66018 -4.51391 -1.43974
43 H -4.86983 -0.56097 0.26026
44 H 1.22593 1.64223 1.15059
45 H -0.79121 4.40212 4.04553
46 H 2.31729 -0.13126 1.66388
47 H 5.39426 0.90699 1.18345
48 H -3.26850 3.81947 -3.33350
49 H -2.31212 -6.40769 -2.15892
50 H -3.95781 1.01789 2.29247
51 H -3.38741 1.64781 -0.50742
52 H 1.06754 -0.62196 4.80115
53 H -2.05742 3.27265 3.59300
54 H 3.08577 -2.86410 2.45637
55 H -4.79708 2.81883 -1.71859
56 H -2.36279 -0.49511 0.15888
57 H 3.03204 4.69773 4.46340
58 H -2.52726 -4.75555 -0.08482
59 H 1.67012 0.98846 4.72268
60 H -0.27760 2.87456 -1.68904
61 H 1.25977 2.18487 -3.09620
62 H -0.25513 4.69593 1.86523
63 H -4.29289 1.78963 -5.13778
64 H -0.74824 -6.40417 -2.48878
65 H 2.79064 -2.84410 -0.02301
66 H 2.55584 -5.10822 -0.35950
67 H 4.33501 -3.68137 -0.21882
68 H 3.73720 0.51068 -0.18234
69 H 0.72497 0.54270 3.41585
70 H -3.00822 2.67301 -5.50174
71 H -1.70465 3.86586 -1.66313
72 H -1.42773 2.96357 -0.30982
73 H -2.54827 -0.89186 1.81047
74 H -1.36252 -1.72232 -3.00488
75 H 0.71082 3.00381 -4.57165
76 H -5.68001 2.97540 -3.18202
77 H 2.89596 2.78026 2.46643
78 H 3.23179 -0.62848 4.03506
79 H 4.33467 -4.62501 2.67767
80 H 3.68210 2.78733 4.08120
81 H 1.01622 4.90090 -3.60231
82 H -0.23516 -0.70828 -2.40704
83 H 0.87042 1.01142 -0.39520
84 H -2.51731 0.90463 -3.65786
85 H 5.89769 -0.63457 0.44677
86 H -1.77747 -4.15691 -2.88312
87 H 6.58444 0.84275 -0.20010
88 H -1.49652 2.23162 -3.69890
89 H 4.48964 3.60166 2.69057
90 H -1.30844 -2.68290 1.36454
91 H -5.03964 1.42874 -2.78208
92 H -0.33347 2.89731 3.37790
93 H 0.40800 -2.06022 -3.31128
94 H 0.12059 -4.24452 -0.49404
95 H -2.83312 -3.10386 -0.75007
96 H 0.22649 0.14440 0.99147



Record 2
Molecular formula: C19H63N3O14
Method: DFT, the ωB97M-V functional and the def2-TZVPD basis

Values from the calculation:
- total charge = +1
- ⟨S²⟩ = 0.754
- spin multiplicity = 2
- strongest force on any atom (eV/A) = 3.78
- Kohn-Sham gap (spin up / spin down) (eV) = 7.40 / 2.06

Atoms and positions in Å:
1 O -4.11559 -1.67331 2.87247
2 O 6.95067 0.02847 -4.38701
3 O -1.57361 -0.40156 5.62663
4 O -3.10284 0.24355 -1.05389
5 O -2.25998 -2.26450 -1.60558
6 O -0.29973 -3.58756 -0.22660
7 O -1.08280 4.22338 -1.65004
8 O 2.61541 -4.67679 3.23616
9 O -4.24792 0.64858 1.59558
10 O -0.91820 -0.41979 0.95599
11 O 1.29809 -1.81856 1.54285
12 O 2.37076 0.89959 -2.02556
13 O -2.21904 2.52363 2.35902
14 O -5.04489 0.84530 -4.05403
15 N 0.37001 -3.04954 3.92120
16 N -3.49215 2.79012 -2.19857
17 N 5.41667 1.35124 -2.24012
18 C 0.33123 -4.50824 3.85938
19 C -0.83162 -0.98185 4.52852
20 C 1.11136 0.68927 -1.30046
21 C -0.66160 -2.48128 4.77678
22 C -3.76048 0.34177 -4.40905
23 C 6.43216 1.99559 -3.08699
24 C 1.33528 -5.11513 2.87580
25 C 3.28069 1.52674 -1.06107
26 C -5.16056 2.22875 -3.97837
27 C 4.42044 2.30033 -1.71473
28 C 7.97142 -0.82599 -5.01611
29 C 3.65974 -5.18402 2.45457
30 C -3.30790 3.35394 -0.88252
31 C -1.73480 3.44591 -0.64500
32 C -3.57004 -2.40747 1.75685
33 C 7.51472 1.01740 -3.56227
34 C -1.94980 0.89859 5.30085
35 C 0.17444 4.72230 -1.15074
36 C -4.93564 2.83721 -2.59404
37 H 4.92759 0.58128 -2.67378
38 H 4.03850 2.86999 -2.56191
39 H 3.42574 -5.55481 1.45665
40 H -1.43013 2.39985 -0.67748
41 H -3.41326 0.36068 -0.15602
42 H -2.54906 -2.72829 1.96359
43 H -3.48140 0.70390 -5.39853
44 H -3.65971 4.37621 -0.74368
45 H 0.41485 0.20861 -1.98744
46 H 8.42835 -1.41011 -4.21728
47 H 0.75837 1.63055 -0.87918
48 H 4.97901 2.87195 -0.97357
49 H -2.86226 3.15315 -2.89967
50 H 6.93861 2.77706 -2.52051
51 H 3.89649 -6.15025 2.90003
52 H -4.06932 -2.36847 3.53294
53 H 1.20641 -0.05203 -0.50702
54 H 8.00332 0.55928 -2.70233
55 H 0.15806 -0.57349 4.32384
56 H 0.05083 5.19583 -0.17678
57 H -5.53357 2.22808 -1.91614
58 H -3.80116 -0.74125 -4.29285
59 H -2.79557 0.84149 4.61565
60 H -2.20054 -1.31010 -1.56290
61 H 8.29281 1.57564 -4.08288
62 H -3.31239 1.06949 -1.48993
63 H -1.43698 -0.28163 0.16352
64 H -3.58620 -1.91152 0.78635
65 H -2.69306 -2.44087 -2.44079
66 H -2.19159 1.58642 6.11112
67 H -3.88273 2.79123 -0.14697
68 H 1.25699 -6.19159 3.02810
69 H -4.10735 -3.33390 1.55402
70 H 7.50662 -1.46798 -5.76438
71 H 0.83761 -0.99587 1.37742
72 H -2.99049 0.62054 -3.68968
73 H -1.17980 0.29118 1.54107
74 H -1.62038 3.85924 0.35708
75 H 0.78720 -2.24544 2.23060
76 H -1.21063 1.43880 4.70934
77 H 0.08982 -2.93654 0.35706
78 H -5.19790 3.89476 -2.56360
79 H -1.36211 2.87750 2.59710
80 H -1.11724 -3.18659 -0.52180
81 H 4.51093 -4.50489 2.50323
82 H 5.97231 2.50879 -3.93154
83 H -0.11852 -2.64082 5.70830
84 H -0.64786 -4.83513 3.50921
85 H -4.43526 -0.05252 2.21977
86 H -4.54561 2.75121 -4.71115
87 H 3.65766 0.72468 -0.42649
88 H 1.15891 -4.83629 1.83694
89 H 1.05511 4.09199 -1.02736
90 H -6.21535 2.25929 -4.25148
91 H 2.77016 2.15685 -0.33277
92 H -3.50184 1.11377 1.97400
93 H 8.74088 -0.27922 -5.56113
94 H -2.71894 3.28432 2.06288
95 H 1.28023 -2.70542 4.19172
96 H -1.60946 -3.01148 4.86930
97 H -1.35615 -0.86606 3.58007
98 H 0.35936 -5.06211 4.79775
99 H 0.34722 5.50493 -1.88948



Record 3
Molecular formula: C19H64BN22O20P
Method: DFT, the ωB97M-V functional and the def2-TZVPD basis

Values from the calculation:
- total charge = 0
- strongest force on any atom (eV/A) = 3.83
- Kohn-Sham gap (eV) = 8.76

Atoms and positions in Å:
1 P 0.23448 0.99266 -2.76571
2 O 1.58262 1.48063 -2.11098
3 O -0.36590 2.10417 -3.49053
4 O 0.18868 -1.35731 -5.63670
5 O 1.81509 6.21388 -0.16397
6 O 0.59051 -0.25032 -3.64829
7 O -2.62956 5.63065 0.00812
8 O 1.13881 -1.42646 9.44666
9 O -5.28437 1.57131 0.17128
10 O -0.57209 0.53534 -1.51463
11 O 1.26018 -5.10171 5.63951
12 O -1.03162 -3.31034 -3.41707
13 O 4.98721 -6.62939 7.20479
14 O -0.63870 2.12220 -7.22074
15 O 3.45337 0.04021 -2.66999
16 O -7.15493 4.53235 -3.19469
17 O -3.18321 0.86320 -2.99041
18 O 3.30739 2.21341 -3.54528
19 O -1.21940 -4.50640 0.75228
20 O 3.39868 -4.18777 -1.24541
21 O -4.91211 5.04478 3.51473
22 N -4.60351 3.57045 1.01190
23 N -2.21289 2.55871 -5.65651
24 N 5.02378 -3.03251 -2.30885
25 N -5.44834 5.65006 -4.18440
26 N -0.58671 -2.45004 1.46650
27 N 6.33052 -8.35891 7.75787
28 N -4.36651 7.13578 4.17893
29 N -1.39106 6.31196 1.78650
30 N 1.84595 4.90429 -2.00410
31 N -4.55043 5.42150 5.72145
32 N 5.55453 -4.53178 -0.62320
33 N -1.16878 -4.09365 2.98617
34 N 3.80975 5.78133 -1.16054
35 N 6.00902 -7.79575 5.54167
36 N 3.46285 -5.27973 5.13387
37 N -5.02314 4.02875 -2.59293
38 N 0.82867 -2.78894 7.65554
39 N 2.94771 -2.38102 8.46416
40 N -5.11086 1.83505 2.41938
41 N -0.37176 5.66530 -0.17646
42 N -2.79015 2.38793 -7.89483
43 N 1.91964 -4.62043 3.53230
44 C 2.16402 -5.00774 4.81539
45 C -1.63680 -0.44153 -1.69770
46 C -1.07705 -3.30458 -4.82161
47 C -5.95962 4.71845 -3.30966
48 C 2.45218 5.66765 -1.05536
49 C 0.27072 -3.43531 -2.85275
50 C -1.53679 5.85460 0.50314
51 C -4.62508 5.81451 4.41805
52 C -1.01279 -3.73726 1.66767
53 C 0.44969 -4.74867 -2.10412
54 C 5.72836 -7.53344 6.85458
55 C -5.01219 2.29141 1.13097
56 C -1.10746 -1.91220 -5.40440
57 C 0.33741 -0.09981 -5.08573
58 C -1.80529 2.35148 -6.94193
59 C -2.97407 0.20049 -1.74008
60 C 4.78170 0.14689 -2.13722
61 C 1.59981 -2.14915 8.57955
62 C 4.57892 -3.93465 -1.38190
63 B 2.77257 1.20394 -2.78027
64 H 1.40898 -5.20256 -2.30310
65 H -3.69763 -0.60821 -1.65703
66 H 2.62889 -4.52299 2.83043
67 H -1.00337 -3.46794 3.75340
68 H -1.64828 -1.93656 -6.34844
69 H 0.95964 -4.42511 3.29684
70 H -4.44597 7.45504 3.23052
71 H -1.51678 2.49111 -4.92511
72 H 5.46047 -0.30458 -2.84923
73 H 3.34696 -2.97848 7.76516
74 H -0.16192 -2.64982 7.71253
75 H -4.12277 0.76605 -3.19015
76 H 0.85416 4.79530 -1.93606
77 H 6.61125 -8.53846 5.24269
78 H 6.94046 -9.11142 7.50202
79 H -6.10609 6.17797 -4.72552
80 H -4.91030 2.41653 3.21179
81 H 3.67778 -5.56964 6.07927
82 H -4.39220 4.16763 1.79546
83 H 5.56662 -7.22117 4.85108
84 H -1.69322 -1.29952 -4.72605
85 H -4.74275 4.45862 5.92451
86 H -4.32143 6.04109 6.47496
87 H 5.06966 1.17612 -1.95499
88 H -2.22519 6.44704 2.32538
89 H -4.46860 5.83180 -4.29034
90 H -3.75458 2.56276 -7.68688
91 H 2.32946 4.43584 -2.74654
92 H 0.44739 -2.62080 -2.15616
93 H 0.54128 5.84683 0.21193
94 H -3.16904 2.72251 -5.40269
95 H -1.61807 -1.09742 -0.83771
96 H -1.98583 -3.79820 -5.15253
97 H -4.50644 3.93578 0.08470
98 H -5.35523 3.33353 -1.94286
99 H -0.32533 -5.45666 -2.36792
100 H 4.33006 -2.58401 -2.88110
101 H 3.54836 -1.93142 9.12805
102 H -0.55936 0.47531 -5.26047
103 H 1.03548 -3.31577 -3.61266
104 H -4.13585 7.79511 4.89766
105 H 4.83565 -0.40578 -1.20972
106 H -1.50064 -1.07372 -2.56264
107 H 4.34561 5.33951 -1.88303
108 H 5.99046 -2.80446 -2.44141
109 H 5.25525 -5.20522 0.05559
110 H -1.47916 -5.02806 3.18166
111 H -3.15958 0.85260 -0.89220
112 H 4.27891 6.33909 -0.47231
113 H 1.19618 -3.39165 6.93671
114 H 6.53258 -4.34019 -0.72492
115 H 6.13920 -8.19296 8.72837
116 H -5.41605 0.89061 2.55531
117 H -0.24337 -3.85456 -5.25934
118 H -2.51536 2.22711 -8.84514
119 H -4.03464 4.17536 -2.68112
120 H 1.20263 0.35362 -5.54676
121 H 0.39421 -4.55716 -1.04459
122 H -0.40774 -1.79899 2.20767
123 H 4.21100 -5.20151 4.47238
124 H -0.50011 6.49681 2.20679
125 H -0.45301 5.32571 -1.11609
126 H 2.63617 2.62058 -4.11219
127 H -0.44288 -2.15945 0.51810



Record 4
Molecular formula: C19H64N12O13
Method: DFT, the ωB97M-V functional and the def2-TZVPD basis

Values from the calculation:
- total charge = 0
- strongest force on any atom (eV/A) = 9.12
- Kohn-Sham gap (eV) = 8.39

Atoms and positions in Å:
1 O -3.34680 -4.07052 0.77158
2 O -1.36893 0.88352 4.86037
3 O -0.91796 3.74970 -2.60802
4 O -2.90044 0.47610 -2.21778
5 O 2.72988 0.63548 2.09834
6 O 2.80532 3.30428 0.32763
7 O -1.29163 -1.17720 -4.16626
8 O 2.26223 -2.93557 5.88446
9 O -0.16909 1.08888 -1.81059
10 O 4.71340 -1.79234 0.26065
11 O -3.18769 1.44529 0.27110
12 O 3.22643 -1.19681 -3.34090
13 O 0.21723 -3.15119 1.31951
14 N 2.51734 -1.97681 1.23859
15 N 3.75785 -3.72460 1.17970
16 N 3.50592 -1.26380 4.72727
17 N 0.90048 4.49903 -3.99884
18 N 1.06467 2.25354 2.39988
19 N -1.74041 1.32464 2.60306
20 N 1.48697 -4.99705 0.57589
21 N 0.51237 2.44289 -3.90482
22 N 1.68069 -2.11359 3.82455
23 N -3.38786 1.76298 4.07794
24 N 1.10012 0.55722 3.80235
25 N -0.70793 -5.19634 0.67797
26 C -2.14672 1.36030 3.84743
27 C -0.53019 -2.95034 -2.65183
28 C -3.56639 -2.03019 -0.45226
29 C 2.53345 -0.91241 -2.16652
30 C 3.68496 -2.47072 0.89853
31 C -3.29189 -2.63973 0.91973
32 C 0.14049 3.58888 -3.51696
33 C 0.35507 -4.49618 0.91662
34 C -0.13742 -0.31179 0.18657
35 C 2.52572 -2.13693 4.78765
36 C 0.13321 1.08275 -0.47280
37 C -4.46758 3.30626 -0.35414
38 C -3.04775 1.18292 -3.41179
39 C 0.83673 4.65078 0.27359
40 C 2.04320 4.07689 -0.57060
41 C 3.31281 0.26963 -1.60398
42 C 1.62770 1.18816 2.83990
43 C -3.10701 2.88216 0.19371
44 C -0.38750 -2.19405 -3.98682
45 H -5.31864 3.05097 0.27898
46 H -2.36969 1.44653 1.81127
47 H -2.34024 3.10297 -0.56735
48 H -1.08933 1.40594 -1.84839
49 H 0.22501 0.71146 4.28348
50 H -4.47076 4.37807 -0.53175
51 H -3.56934 1.78420 5.10694
52 H -0.62777 -2.40955 -1.69359
53 H 0.29188 -3.50466 -2.41821
54 H 1.97298 -1.95887 2.86024
55 H -1.57020 -4.68673 0.75452
56 H -0.35971 1.84270 0.05843
57 H 3.82251 -0.83510 3.91511
58 H -0.94780 -0.52421 -4.82978
59 H 0.24368 1.73656 -3.22113
60 H 0.66004 -1.78263 -4.01037
61 H 1.26465 5.23207 1.11108
62 H 2.42738 -0.94549 1.08508
63 H -4.28262 -4.34318 0.65996
64 H -3.26832 0.55571 -4.29542
65 H 1.55166 -0.35774 3.98709
66 H 0.32645 -1.12882 -0.35104
67 H 3.05772 1.22472 -2.03060
68 H 1.39343 2.19937 -4.43429
69 H 1.49388 2.73661 1.60016
70 H -0.75586 1.09497 2.47752
71 H 1.15087 1.41845 -0.31232
72 H -2.30220 -0.27376 -2.41019
73 H 3.30846 -4.11464 2.00562
74 H -3.99445 2.32978 3.44685
75 H -1.19133 -0.28464 0.28200
76 H -2.06165 1.69232 -3.53621
77 H 3.17158 -0.47493 -3.95853
78 H 3.53430 3.00733 -0.23278
79 H 1.77073 4.27129 -4.52337
80 H 1.64835 -2.49211 1.29182
81 H -0.46842 -2.91708 -4.78716
82 H 1.50531 -0.69053 -2.40173
83 H 0.12261 3.88306 0.56019
84 H -0.68269 -6.18373 0.54144
85 H 1.67703 3.49790 -1.43002
86 H 0.23926 -0.38562 1.21455
87 H 0.79186 5.35762 -3.40713
88 H 4.64267 -4.23717 1.10020
89 H -3.63379 -0.96399 -0.40108
90 H 4.44290 0.19730 -1.57610
91 H -3.85502 1.89749 -3.30543
92 H 2.27253 -4.36648 0.77708
93 H 2.74562 4.83968 -1.03843
94 H 1.72945 -5.99779 0.33018
95 H -4.53685 -2.38014 -0.75449
96 H 3.20424 0.30337 -0.56819
97 H 0.31393 5.32828 -0.40938
98 H -4.66914 2.72899 -1.24884
99 H -4.08440 -2.44510 1.64454
100 H -2.31974 -2.41094 1.28600
101 H 4.07260 -1.24195 5.60640
102 H -2.92219 -2.25528 -1.30992
103 H 0.50825 2.87652 2.98617
104 H -1.35540 -3.69231 -2.65050
105 H -2.96461 1.12804 -0.61908
106 H -2.95845 3.32118 1.16468
107 H 0.87759 -2.75406 3.92437
108 H 2.53613 -1.81638 -1.56881